This record from the Open Molecules 2025 dataset describes a cluster of 9 separate species, C24H64ClO12 in total in a non-equilibrium geometry. The level of theory is ωB97M-V with the def2-TZVPD basis set.

ORCA input file:
```
! RIJCOSX wB97M-V def2-TZVPD def2/J DEFGRID3
* xyz -1 1
Cl -24.3706 26.8211 -29.1394
O -23.0961 27.5181 -29.2929
O -24.1501 25.4672 -28.6830
O -25.1820 27.4632 -28.1422
O -25.1227 26.8197 -30.3936
C -28.4739 28.8304 -26.5086
C -28.1878 29.9572 -25.5592
C -28.9755 30.1177 -24.3253
O -26.8492 29.7678 -25.1445
H -27.7221 28.6658 -27.2794
H -29.4466 29.0562 -26.9492
H -28.6668 27.8983 -25.9761
H -28.1843 30.8992 -26.1098
H -29.9379 30.5246 -24.6446
H -28.6065 30.9276 -23.6969
H -29.2550 29.1912 -23.8237
H -26.6496 28.8277 -25.1282
C -21.0171 28.5438 -26.2803
C -20.8939 30.0346 -25.9162
C -19.5785 30.3068 -25.2446
O -20.8589 30.8198 -27.0909
H -21.9043 28.3563 -26.8860
H -21.1644 27.8920 -25.4185
H -20.1462 28.2315 -26.8568
H -21.7042 30.2974 -25.2345
H -19.4284 29.8586 -24.2621
H -19.4371 31.3839 -25.1516
H -18.7634 29.9534 -25.8773
H -21.7689 30.8028 -27.4048
C -28.5349 23.9549 -26.6533
C -27.4849 24.3307 -27.6600
C -27.5188 23.4074 -28.8150
O -27.7858 25.6345 -28.1535
H -28.6018 24.6870 -25.8484
H -28.2707 22.9847 -26.2318
H -29.5097 23.8956 -27.1384
H -26.5433 24.3891 -27.1121
H -27.4418 22.3522 -28.5499
H -26.7255 23.6524 -29.5220
H -28.4607 23.5253 -29.3515
H -27.0315 26.0154 -28.6100
C -25.6022 31.0604 -29.1446
C -24.0434 31.0349 -29.1364
C -23.5117 32.4639 -29.0346
O -23.6202 30.2514 -28.0189
H -25.9913 30.0778 -29.4120
H -25.9189 31.6307 -30.0195
H -26.0673 31.4591 -28.2435
H -23.7503 30.5988 -30.0921
H -23.7286 33.0780 -29.9080
H -22.4591 32.4576 -28.7498
H -23.9707 32.9639 -28.1804
H -23.6196 29.3263 -28.2799
C -26.8051 27.9401 -33.5225
C -26.8114 29.1865 -32.5881
C -27.8986 29.1580 -31.4732
O -25.5334 29.2633 -32.0730
H -27.0157 27.0056 -33.0012
H -25.9350 27.7609 -34.1539
H -27.6131 28.0175 -34.2523
H -27.0092 30.0792 -33.1823
H -28.9182 29.0571 -31.8473
H -27.8568 30.1353 -30.9924
H -27.7791 28.3276 -30.7771
H -25.3154 28.4294 -31.6467
C -24.0067 25.4374 -24.9321
C -24.9408 26.5420 -24.4619
C -24.1384 27.7888 -24.0789
O -25.8865 26.8578 -25.3975
H -23.3181 25.0925 -24.1610
H -23.4405 25.6941 -25.8287
H -24.6239 24.6165 -25.2999
H -25.4130 26.1472 -23.5615
H -24.8666 28.5394 -23.7690
H -23.5049 28.1571 -24.8849
H -23.6202 27.6231 -23.1334
H -25.5197 27.0194 -26.2720
C -18.4205 24.3215 -29.6926
C -19.5201 24.2004 -28.6648
C -20.6084 25.1994 -28.8161
O -20.1428 22.8909 -28.7013
H -17.5313 23.7152 -29.5162
H -18.0241 25.3350 -29.7654
H -18.7413 24.0717 -30.7044
H -19.0738 24.3951 -27.6883
H -20.2586 26.2286 -28.8966
H -21.2838 25.0812 -27.9686
H -21.2292 25.0125 -29.6929
H -19.9461 22.4095 -27.8944
C -23.5834 20.3226 -30.4200
C -24.0584 21.5293 -29.6043
C -23.4109 21.5934 -28.2083
O -23.6647 22.7476 -30.2115
H -24.2505 20.3045 -31.2820
H -23.7145 19.4135 -29.8318
H -22.5302 20.2703 -30.6951
H -25.1425 21.4689 -29.4971
H -23.6194 22.5337 -27.6966
H -22.3213 21.5676 -28.2169
H -23.8139 20.7599 -27.6314
H -23.9585 23.4129 -29.5835
*
```

The molar mass comes out at 580.2 u. Its energy is -2315.697094 Ha. The orbital gap is 9.869 eV. As for the energy above the lowest of the compared OMol25 structures with the same formula, charge and spin: 16.3 kcal per mole. Its HOMO energy is -7.300 eV.

These are the Mulliken partial charges, in e, on atoms 1 to 8: 1.54, -0.74, -0.42, -0.01, -0.89, -1.33, 0.89, -1.66

***

This record from the Open Molecules 2025 dataset describes a cluster of 10 separate species, C24H64N4O10S6 in total in a non-equilibrium geometry. The level of theory is ωB97M-V with the def2-TZVPD basis set.

ORCA input file:
```
! RIJCOSX wB97M-V def2-TZVPD def2/J DEFGRID3
* xyz 0 1
C -4.2104 -5.6354 -1.9756
C -4.4269 -4.1209 -1.9712
O -5.4727 -3.6304 -1.5554
N -3.4581 -3.3348 -2.4597
C -3.6469 -1.9299 -2.7627
H -4.4161 -5.9683 -0.9598
H -3.1236 -5.7614 -2.0505
H -4.7170 -6.1065 -2.8108
H -2.5757 -3.7633 -2.7070
H -2.7972 -1.4606 -3.2505
H -3.8252 -1.4399 -1.8011
H -4.5239 -1.7490 -3.3827
C -6.5538 -1.5424 -5.8545
C -6.9917 -0.0633 -5.9155
O -8.0542 0.2364 -5.3777
N -6.1470 0.8105 -6.4767
C -6.6175 2.1376 -6.8232
H -7.5109 -2.0501 -5.7555
H -6.0491 -1.7430 -4.9071
H -5.9012 -1.8405 -6.6721
H -5.2178 0.4739 -6.7102
H -6.5764 2.8423 -5.9913
H -7.5449 2.2232 -7.3799
H -5.8273 2.5065 -7.4895
C -5.6531 -1.7156 1.2652
C -6.6130 -0.9302 0.4061
O -7.0092 0.2066 0.6804
N -7.1273 -1.6312 -0.6242
C -8.1159 -1.2357 -1.6000
H -4.9214 -0.9378 1.4930
H -5.1697 -2.4918 0.6707
H -6.1103 -2.2527 2.0904
H -6.5807 -2.4853 -0.7769
H -8.8290 -0.5026 -1.2224
H -8.6712 -2.0619 -2.0304
H -7.5726 -0.6515 -2.3506
C -5.8273 -9.4516 -2.7122
C -5.9961 -9.2842 -4.1834
O -5.3396 -8.4600 -4.8092
N -6.8309 -10.1301 -4.8293
C -7.0814 -10.2063 -6.2424
H -4.7632 -9.3856 -2.5099
H -6.3394 -10.3366 -2.3400
H -6.3323 -8.5915 -2.2636
H -7.3862 -10.8150 -4.3443
H -7.9911 -9.6631 -6.5346
H -7.2195 -11.2233 -6.6025
H -6.3601 -9.6748 -6.8624
C -1.2916 2.2187 -6.2574
S -1.8727 1.4366 -4.7171
O -0.9084 0.3196 -4.3948
C -1.3694 2.8214 -3.6328
H -1.2745 3.3070 -6.2354
H -1.9740 1.8787 -7.0368
H -0.2899 1.8724 -6.5125
H -1.3640 2.4347 -2.6151
H -2.2296 3.4889 -3.7086
H -0.3984 3.2156 -3.9123
C -2.5118 -2.4674 -5.9493
S -2.6824 -1.3834 -7.3713
O -3.5151 -0.1758 -7.0048
C -0.9422 -0.9115 -7.6667
H -3.3774 -2.7505 -5.3497
H -1.9346 -1.8943 -5.2191
H -2.1438 -3.4236 -6.3182
H -0.8962 0.0768 -8.1183
H -0.4026 -1.6823 -8.2078
H -0.4611 -0.7404 -6.6967
C -4.3518 -7.2492 1.9965
S -4.6571 -5.5081 2.4475
O -3.8905 -4.6952 1.4317
C -6.3127 -5.4015 1.6422
H -4.0201 -7.6782 2.9431
H -3.6033 -7.3153 1.2151
H -5.2722 -7.7633 1.7315
H -6.8928 -4.5578 2.0029
H -6.8413 -6.3331 1.8625
H -6.1738 -5.4030 0.5631
C 0.1481 -7.8472 -0.1309
S -0.7831 -9.4019 -0.1390
O -1.4934 -9.4646 1.1951
C -2.0164 -8.7880 -1.3283
H -0.4491 -7.0137 0.2370
H 0.6204 -7.6403 -1.0914
H 0.9735 -7.9948 0.5689
H -2.8438 -8.4373 -0.7044
H -2.4505 -9.6060 -1.9009
H -1.7052 -7.9351 -1.9251
C -5.7250 -7.0355 -7.9808
S -5.1854 -5.3266 -7.7702
O -6.1514 -4.3200 -8.3015
C -5.2235 -5.2668 -5.9347
H -5.0965 -7.7754 -7.4938
H -5.7319 -7.1858 -9.0627
H -6.7705 -7.1350 -7.6786
H -6.2217 -5.2092 -5.4910
H -4.8732 -4.2644 -5.6813
H -4.6278 -6.0523 -5.4770
C 0.1602 -4.1072 -1.4090
S 0.5826 -4.2056 -3.1870
O -0.7798 -4.2392 -3.8514
C 0.9829 -2.4553 -3.3907
H 1.0037 -3.8015 -0.7922
H -0.1921 -5.1040 -1.1452
H -0.6794 -3.4285 -1.2579
H 0.0730 -1.9322 -3.0809
H 1.1692 -2.1680 -4.4223
H 1.7293 -1.9899 -2.7424
*
```

The molar mass comes out at 761.2 u. Its energy is -4313.208974 Ha. The orbital gap is 8.295 eV. As for the energy above the lowest of the compared OMol25 structures with the same formula, charge and spin: 0.0 kcal per mole. Its HOMO energy is -8.170 eV.

These are the Mulliken partial charges, in e, on atoms 1 to 8: -0.25, 0.34, -0.83, 0.92, -0.83, -0.15, 0.12, 0.11

***

This record from the Open Molecules 2025 dataset describes a cluster of 8 separate species, C24H64O24S8 in total in a non-equilibrium geometry. The level of theory is ωB97M-V with the def2-TZVPD basis set.

ORCA input file:
```
! RIJCOSX wB97M-V def2-TZVPD def2/J DEFGRID3
* xyz 0 1
C -5.6486 1.8088 0.9905
C -7.1112 1.7513 0.5629
O -7.4023 2.8068 -0.3882
S -7.4162 2.3890 -1.9645
C -9.1611 1.8486 -2.1169
O -7.2238 3.6212 -2.6722
O -6.5547 1.2483 -2.1747
H -5.5926 1.8756 2.0772
H -5.2576 2.7484 0.6022
H -5.0943 0.9541 0.6122
H -7.3653 0.8069 0.0773
H -7.8052 1.8639 1.3943
H -9.7128 2.7167 -1.7492
H -9.3107 1.0820 -1.3620
H -9.4625 1.6915 -3.1454
C -1.9098 2.1867 0.5407
C -1.0351 0.9902 0.1751
O -0.0494 1.4966 -0.7814
S 1.0490 0.3641 -1.2556
C 2.4876 1.0703 -0.4340
O 0.7523 -0.9074 -0.6490
O 1.1992 0.5022 -2.6814
H -2.4721 2.1124 1.4684
H -2.5746 2.5319 -0.2566
H -1.2355 3.0412 0.6609
H -0.4481 0.8421 1.0845
H -1.5739 0.1331 -0.2103
H 3.3344 0.4073 -0.5928
H 2.3050 1.1231 0.6320
H 2.5527 2.0615 -0.8747
C 4.3836 -3.0515 -3.2129
C 4.0635 -4.4728 -2.8423
O 2.8070 -4.8719 -3.4176
S 1.7118 -5.4873 -2.3802
C 1.2448 -3.9913 -1.5553
O 0.6079 -6.0352 -3.1061
O 2.4205 -6.2663 -1.4018
H 4.6227 -3.0025 -4.2805
H 5.3074 -2.6867 -2.7589
H 3.5943 -2.3242 -3.0226
H 4.8552 -5.1500 -3.1678
H 4.0499 -4.6345 -1.7630
H 0.8022 -4.2362 -0.5903
H 0.6177 -3.3276 -2.1418
H 2.1274 -3.4157 -1.2735
C 5.6662 -0.2803 1.7889
C 5.8306 -0.0431 3.2715
O 4.9260 -0.9437 3.9578
S 5.5770 -2.2190 4.7640
C 6.4619 -1.3186 6.0507
O 4.4905 -2.8481 5.4569
O 6.4680 -2.8772 3.8416
H 6.4517 -1.0149 1.5770
H 6.0722 0.5784 1.2400
H 4.7107 -0.6362 1.4299
H 6.8525 -0.1880 3.6303
H 5.5173 0.9232 3.6853
H 6.8740 -2.0122 6.7897
H 5.6422 -0.8850 6.6225
H 7.2909 -0.6855 5.7556
C -4.0091 -0.4899 -3.1973
C -3.3109 0.8327 -2.9480
O -3.6835 1.7557 -3.9936
S -3.1402 3.2599 -3.7565
C -1.4006 3.0318 -4.1748
O -3.6802 4.1102 -4.7769
O -3.3497 3.6315 -2.4076
H -4.9843 -0.5429 -2.7334
H -3.3046 -1.2412 -2.8270
H -4.0148 -0.6581 -4.2754
H -3.7125 1.2477 -2.0162
H -2.2297 0.7894 -2.7928
H -0.8904 2.4691 -3.3976
H -1.0004 4.0366 -4.2982
H -1.3155 2.5562 -5.1486
C -1.3279 -2.6553 5.5098
C -1.5434 -1.2015 5.1759
O -2.9633 -1.0050 5.0402
S -3.3973 0.5366 4.8847
C -5.0599 0.2249 4.3562
O -3.3628 1.1456 6.1929
O -2.6402 1.1523 3.8234
H -2.0485 -3.0704 6.2157
H -0.3191 -2.9044 5.8351
H -1.4837 -3.2551 4.6057
H -1.1553 -0.5961 6.0004
H -0.9256 -0.9569 4.3149
H -5.2913 -0.6904 4.9014
H -5.0266 0.1334 3.2766
H -5.7432 0.9811 4.7311
C 1.2912 -2.4570 -5.0999
C 1.8328 -1.0804 -5.4550
O 2.6176 -1.2104 -6.6592
S 2.7108 0.1263 -7.5819
C 3.7513 -0.5936 -8.8702
O 1.4122 0.4567 -8.1268
O 3.3666 1.1198 -6.7745
H 0.5289 -2.8109 -5.7869
H 0.8596 -2.3378 -4.1029
H 2.1147 -3.1557 -4.9849
H 1.0000 -0.4226 -5.7182
H 2.4279 -0.6336 -4.6616
H 4.1167 0.1482 -9.5725
H 3.2229 -1.4044 -9.3714
H 4.5983 -1.1316 -8.4407
C 2.1373 2.8605 2.4596
C 2.2134 3.2045 3.9519
O 2.6890 2.0915 4.6953
S 1.5285 1.0101 5.1633
C 1.1610 1.6897 6.7599
O 0.3759 1.1059 4.3088
O 2.1859 -0.2458 5.3628
H 1.9583 3.7707 1.8873
H 1.3782 2.1233 2.2035
H 3.1089 2.4099 2.2415
H 2.9539 4.0015 4.0138
H 1.2293 3.5392 4.2899
H 1.4753 2.7252 6.8557
H 1.6709 1.0078 7.4347
H 0.0865 1.7015 6.9422
*
```

The molar mass comes out at 993.3 u. Its energy is -5943.922292 Ha. The orbital gap is 10.751 eV. As for the SMILES: CCOS(C)(=O)=O.CCOS(C)(=O)=O.CCOS(C)(=O)=O.CCOS(C)(=O)=O.CCOS(C)(=O)=O.CCOS(C)(=O)=O.CCOS(C)(=O)=O.CCOS(C)(=O)=O. As for the energy above the lowest of the compared OMol25 structures with the same formula, charge and spin: 55.1 kcal per mole. Its HOMO energy is -10.606 eV.

These are the Mulliken partial charges, in e, on atoms 1 to 8: -0.83, -0.58, -0.41, 1.11, -1.03, -0.60, -0.47, 0.23

***

This record from the Open Molecules 2025 dataset describes a cluster of 8 separate species, C24H64O8 in total in a non-equilibrium geometry. The level of theory is ωB97M-V with the def2-TZVPD basis set.

ORCA input file:
```
! RIJCOSX wB97M-V def2-TZVPD def2/J DEFGRID3
* xyz 0 1
C 0.8830 2.7938 -3.0309
C 1.4131 4.1989 -3.3351
C 2.0756 4.8541 -2.1047
O 2.2419 4.0625 -4.4946
H 0.1923 2.7952 -2.1877
H 1.7219 2.1716 -2.7192
H 0.3943 2.3430 -3.8947
H 0.5759 4.8415 -3.6077
H 2.9390 4.3241 -1.7024
H 1.3237 4.9771 -1.3252
H 2.5730 5.8079 -2.2807
H 3.1500 3.9185 -4.2184
C -0.4703 -4.3183 -6.1598
C -1.3689 -4.0985 -4.9652
C -0.6001 -3.2979 -3.8406
O -2.5655 -3.3675 -5.3106
H -0.1180 -3.3817 -6.5920
H -0.7397 -4.9872 -6.9771
H 0.4668 -4.7997 -5.8802
H -1.5445 -5.0596 -4.4818
H 0.3862 -3.7181 -3.6436
H -1.2033 -3.2636 -2.9334
H -0.4825 -2.2933 -4.2469
H -3.1026 -3.8987 -5.9029
C -2.8949 1.8083 -2.2735
C -3.4036 1.5907 -0.7840
C -2.9957 2.7364 0.1324
O -4.8004 1.5585 -0.7036
H -1.8372 1.5619 -2.3664
H -2.9556 2.8503 -2.5875
H -3.4505 1.1730 -2.9634
H -3.0348 0.6410 -0.3964
H -3.4595 2.5877 1.1076
H -3.1274 3.7442 -0.2613
H -1.9706 2.5804 0.4685
H -5.0776 0.6394 -0.7053
C -0.1249 4.8281 3.7381
C 0.2211 4.8077 2.2309
C 1.0030 3.6130 1.7674
O -1.0229 4.8410 1.4920
H -0.6735 5.7218 4.0353
H 0.7643 5.0464 4.3296
H -0.7085 4.0158 4.1713
H 0.7077 5.6220 1.6939
H 0.4439 2.6904 1.6112
H 1.9056 3.5114 2.3699
H 1.3323 3.8293 0.7511
H -1.6287 5.5082 1.8228
C -1.9014 -6.7991 0.7144
C -0.7975 -6.1233 1.4179
C -1.1984 -4.6526 1.6970
O -0.4344 -6.8353 2.5578
H -1.8982 -7.8643 0.4835
H -2.0490 -6.2000 -0.1842
H -2.8555 -6.8152 1.2411
H 0.1236 -6.2002 0.8402
H -2.1549 -4.7091 2.2166
H -1.3881 -4.1705 0.7380
H -0.3858 -4.1257 2.1971
H -0.2022 -7.6849 2.1759
C 4.7185 1.4633 1.0848
C 6.2131 1.1407 1.4418
C 7.0744 1.0881 0.2009
O 6.5207 2.2209 2.2064
H 4.5893 2.4613 0.6662
H 3.9984 1.4596 1.9030
H 4.3190 0.7508 0.3630
H 6.3774 0.1963 1.9606
H 6.5837 1.7118 -0.5462
H 7.0502 0.0301 -0.0601
H 8.0910 1.4581 0.3344
H 7.4088 2.0557 2.5313
C 1.0591 -0.6026 1.3973
C 1.1188 -0.2698 -0.0512
C 0.1762 -1.1319 -0.9731
O 0.8524 1.0889 -0.2657
H 0.8965 -1.6784 1.4640
H 0.2451 -0.0912 1.9112
H 1.9268 -0.2366 1.9461
H 2.1690 -0.3817 -0.3206
H 0.6013 -2.1353 -0.9977
H 0.0140 -0.7655 -1.9868
H -0.7919 -1.2215 -0.4803
H -0.0157 1.2804 0.0967
C -1.9004 -1.8643 3.8365
C -3.2219 -1.3289 4.3703
C -3.9379 -0.2309 3.5799
O -4.1693 -2.3746 4.2157
H -2.0636 -2.1439 2.7957
H -1.4616 -2.7463 4.3031
H -1.0937 -1.1338 3.7758
H -3.1528 -1.1350 5.4407
H -4.8278 0.0765 4.1292
H -4.3760 -0.4365 2.6032
H -3.2789 0.6234 3.4255
H -3.9234 -3.1278 4.7577
*
```

The molar mass comes out at 480.8 u. Its energy is -1554.585607 Ha. The orbital gap is 10.310 eV. As for the SMILES: CC(C)O.CC(C)O.CC(C)O.CC(C)O.CC(C)O.CC(C)O.CC(C)O.CC(C)O. As for the energy above the lowest of the compared OMol25 structures with the same formula, charge and spin: 95.2 kcal per mole. Its HOMO energy is -9.821 eV.

These are the Mulliken partial charges, in e, on atoms 1 to 8: -0.60, 0.24, -1.12, -0.57, -0.01, 0.14, 0.40, 0.29

***

Which of these has the highest energy? C24H64O8

***

Which of these has the highest orbital gap? C24H64O24S8

***

orbital gap of number 1 (C24H64ClO12)? 9.869 eV

***

Which of these has the lowest energy? C24H64O24S8